Computed, not measured: C24H21Cl2HgN9O2S as an isolated structure in a non-equilibrium geometry, with the ωB97M-V functional and the def2-TZVPD basis.

Net charge: -1
HOMO energy (alpha / beta): -1.686 / -4.060 eV
2S+1: 2
Kohn-Sham gap (alpha / beta): 0.139 / 0.226 Eh
Energy above the lowest of the compared OMol25 structures with the same formula, charge and spin: 19.2 kcal/mol
Lowest unoccupied orbital energy (alpha / beta): 2.10 / 2.09 eV
Molecular weight: 771.1 g mol⁻¹

Structure (XYZ):
```
60
C24H21Cl2HgN9O2S the ωB97M-V functional and the def2-TZVPD basis
Hg 0.394 -0.321 -0.190
Cl -2.011 2.785 5.682
C -1.012 2.397 4.307
C -1.279 1.240 3.590
C -0.524 0.887 2.475
N -0.761 -0.266 1.720
C -1.699 -1.170 1.944
O -2.560 -1.217 2.836
C -1.738 -2.296 0.908
C -2.848 -3.134 0.911
C -2.968 -4.114 -0.056
C -1.952 -4.253 -0.992
C -0.871 -3.397 -0.913
N -0.762 -2.438 0.004
C 0.553 1.748 2.055
C 0.809 2.892 2.820
C 0.035 3.214 3.922
Cl 0.401 4.678 4.793
N 1.248 1.413 0.915
C 2.298 2.081 0.377
O 2.816 3.133 0.805
C 2.818 1.451 -0.854
C 3.904 2.041 -1.513
C 4.410 1.506 -2.674
C 3.800 0.317 -3.193
C 2.752 -0.228 -2.510
N 2.234 0.287 -1.374
H -2.089 0.598 3.896
H -3.592 -2.973 1.678
H -3.840 -4.755 -0.091
H -1.996 -5.005 -1.768
H -0.055 -3.468 -1.622
H 1.616 3.539 2.516
H 4.325 2.928 -1.060
H 5.246 1.968 -3.184
H 4.155 -0.152 -4.101
H 2.272 -1.129 -2.881
N -2.339 0.192 -0.787
N -2.954 0.034 -2.027
C -2.227 -0.268 -3.115
N -2.947 -0.351 -4.277
S -0.587 -0.581 -3.109
H -2.900 -0.239 -0.065
H -2.145 1.184 -0.577
H -3.874 0.430 -2.168
H -3.802 0.176 -4.362
H -2.380 -0.404 -5.106
N 0.002 3.137 -2.023
C -0.472 3.600 -0.821
C 0.020 4.788 -0.257
C -0.502 5.220 0.938
C -1.507 4.480 1.560
C -1.931 3.332 0.931
N -1.444 2.896 -0.236
H 0.933 3.449 -2.259
H -0.113 2.143 -2.174
H 0.823 5.317 -0.750
H -0.109 6.114 1.405
H -1.915 4.764 2.520
H -2.686 2.700 1.391
```

Charge distribution, natural (NBO) scheme, values in e: 1.5280, -0.0349, -0.0971, -0.2952, 0.1928, -0.7717, 0.5828, -0.6966, 0.1494, -0.2392, -0.1660, -0.2689, 0.0575, -0.4966, 0.1581, -0.2909, -0.0621, -0.0297, -0.8224, 0.5948, -0.7224, -0.0280, -0.1871, -0.3028, -0.3444, 0.0245, -0.6953, 0.2631, 0.2520, 0.2107, 0.2168, 0.2052, 0.2759, 0.2308, 0.1912, 0.1971, 0.1764, -0.6919, -0.4361, 0.2886, -0.8050, -0.2802, 0.3701, 0.4211, 0.3629, 0.3754, 0.4108, -0.8068, 0.4129, -0.2888, -0.1413, -0.2988, 0.0569, -0.5499, 0.3928, 0.4001, 0.2169, 0.2145, 0.2254, 0.1943